(1)
A molecular structure, C46H38CrNO3Si in a non-equilibrium geometry, computed with ωB97M-V with the def2-TZVPD basis set.

Positions of all 90 atoms, in Å:
O  -1.86  3.88  0.59
C  -1.01  4.37  -0.03
Cr  0.45  4.96  -1.05
C  1.31  3.53  -0.18
O  1.70  2.58  0.37
C  1.12  6.07  0.33
O  1.60  6.68  1.20
C  -0.20  6.61  -2.30
C  -1.00  5.50  -2.57
C  -0.43  4.25  -2.86
C  0.98  4.07  -2.90
C  1.57  2.73  -2.82
C  2.14  1.66  -2.63
C  2.82  0.45  -2.40
C  4.07  0.48  -1.67
C  4.60  1.74  -1.26
C  5.86  1.85  -0.68
C  6.62  0.68  -0.44
C  6.12  -0.57  -0.82
C  4.89  -0.66  -1.47
C  2.36  -0.74  -3.11
C  1.74  -0.54  -4.36
C  1.34  -1.60  -5.17
C  1.51  -2.91  -4.70
C  2.04  -3.14  -3.42
C  2.43  -2.07  -2.61
C  1.77  5.23  -2.69
C  1.20  6.47  -2.38
H  -0.65  7.56  -2.01
H  -2.09  5.60  -2.50
H  -1.07  3.38  -3.02
H  4.03  2.65  -1.46
H  6.25  2.84  -0.41
H  7.59  0.76  0.05
H  6.69  -1.48  -0.62
H  4.60  -1.63  -1.86
H  1.57  0.49  -4.70
H  0.87  -1.39  -6.14
H  1.18  -3.74  -5.32
H  2.12  -4.15  -3.03
H  2.74  -2.24  -1.58
H  2.86  5.12  -2.70
H  1.84  7.33  -2.15
C  -0.59  1.22  4.92
C  -1.96  0.99  4.80
C  -2.44  0.07  3.85
C  -1.54  -0.58  2.99
Si  -2.20  -1.80  1.75
C  -4.02  -2.09  2.01
C  -4.87  -1.88  0.91
C  -6.25  -2.08  1.05
C  -6.78  -2.51  2.27
C  -5.93  -2.74  3.36
C  -4.55  -2.54  3.23
C  -1.85  -1.20  0.02
C  -1.62  0.17  -0.15
C  -1.23  0.65  -1.41
C  -1.11  -0.23  -2.48
C  -1.38  -1.59  -2.32
C  -1.78  -2.07  -1.07
C  -1.32  -3.46  1.86
C  -1.42  -4.15  3.25
C  0.03  -4.64  3.54
C  0.94  -3.96  2.49
N  0.06  -3.22  1.59
C  -0.17  -0.31  3.09
C  0.31  0.57  4.07
H  -0.22  1.91  5.67
H  -2.68  1.50  5.45
H  -3.51  -0.15  3.79
H  -4.44  -1.57  -0.04
H  -6.90  -1.90  0.19
H  -7.85  -2.67  2.37
H  -6.34  -3.08  4.32
H  -3.89  -2.74  4.08
H  -1.73  0.86  0.69
H  -1.02  1.72  -1.53
H  -0.79  0.16  -3.45
H  -1.27  -2.27  -3.16
H  -2.03  -3.13  -0.96
H  -1.85  -4.09  1.11
H  -1.77  -3.45  4.04
H  -2.15  -4.96  3.23
H  0.34  -4.42  4.56
H  0.07  -5.73  3.41
H  1.66  -3.28  2.97
H  1.50  -4.72  1.93
H  0.34  -3.16  0.61
H  0.52  -0.82  2.41
H  1.39  0.73  4.17

## Properties
charge	+2
HOMO level (alpha / beta)	-0.4226 / -0.4865	Ha
multiplicity	4
energy above the lowest of the compared OMol25 structures with the same formula, charge and spin	0.0	kcal per mole
LUMO energy (alpha / beta)	-5.00 / -8.03	eV

List of Löwdin charges in e, atom by atom: 0.1718, -0.0856, 0.2450, -0.0917, 0.1790, -0.0455, 0.1974, -0.0802, -0.0752, -0.0633, -0.2554, 0.0644, 0.0238, -0.1008, -0.1497, -0.0259, -0.0597, -0.0591, -0.0593, -0.0188, -0.1780, -0.0400, -0.0620, -0.0697, -0.0702, -0.0507, -0.0485, -0.0850, 0.1562, 0.1577, 0.1442, 0.0967, 0.1147, 0.1120, 0.1161, 0.0928, 0.1135, 0.1188, 0.1107, 0.1086, 0.1062, 0.1569, 0.1560, -0.0646, -0.0565, -0.0724, -0.2567, 0.7310, -0.2507, -0.0798, -0.0596, -0.0567, -0.0590, -0.0984, -0.2647, -0.0671, -0.0587, -0.0643, -0.0563, -0.0920, -0.2852, -0.1263, -0.1230, -0.1226, 0.1199, -0.0977, -0.0695, 0.1131, 0.1152, 0.1018, 0.0980, 0.1133, 0.1148, 0.1147, 0.1013, 0.1031, 0.0760, 0.1035, 0.1131, 0.1083, 0.1619, 0.1065, 0.1316, 0.1224, 0.1224, 0.1372, 0.1426, 0.1572, 0.0947, 0.1093

(2)
A molecular structure, C26H72CrF6N7O13S2 in a non-equilibrium geometry, computed with ωB97M-V with the def2-TZVPD basis set.

Positions of all 127 atoms, in Å:
Cr  2.44  -1.70  1.97
C  2.13  2.38  -0.12
F  1.32  3.43  -0.26
F  1.86  1.48  -1.07
F  3.37  2.76  -0.36
S  1.98  1.59  1.70
O  3.35  1.60  2.20
O  1.11  2.45  2.49
N  1.36  -0.07  1.56
S  -0.17  0.25  1.25
O  -1.05  -0.26  2.31
O  -0.62  1.54  0.69
C  -0.49  -1.03  -0.25
F  -1.71  -0.94  -0.72
F  0.41  -0.83  -1.22
F  -0.36  -2.25  0.10
O  2.35  -2.66  0.16
H  1.99  -3.51  -0.07
H  3.03  -2.50  -0.49
O  4.09  -0.64  1.14
H  4.34  0.29  1.13
H  4.86  -1.09  0.78
O  2.91  -0.83  3.81
H  2.20  -0.40  4.29
H  3.70  -0.59  4.30
C  -1.75  2.82  -2.41
C  -2.44  3.17  -3.73
C  -2.01  2.40  -4.96
O  -0.77  2.96  -5.42
C  -0.29  2.21  -6.64
N  -3.86  2.97  -3.53
H  -0.77  3.30  -2.39
H  -1.59  1.74  -2.38
H  -2.28  3.15  -1.51
H  -2.22  4.21  -3.95
H  -2.76  2.56  -5.74
H  -2.02  1.33  -4.77
H  -0.92  2.34  -7.52
H  -0.38  1.13  -6.48
H  0.75  2.49  -6.80
H  -4.08  3.41  -2.65
H  -4.36  3.56  -4.19
C  1.04  -9.24  -3.67
C  1.19  -7.86  -3.02
C  -0.16  -7.57  -2.23
O  -0.10  -6.21  -1.73
C  -1.02  -6.02  -0.70
N  2.30  -7.89  -2.09
H  0.31  -9.16  -4.47
H  0.66  -9.93  -2.91
H  1.94  -9.71  -4.08
H  1.45  -7.02  -3.68
H  -0.36  -8.31  -1.45
H  -1.01  -7.75  -2.88
H  -1.00  -6.64  0.19
H  -2.06  -5.97  -1.04
H  -0.95  -5.00  -0.33
H  2.16  -8.63  -1.42
H  3.09  -8.23  -2.62
C  3.73  2.20  -5.22
C  4.29  0.85  -5.59
C  3.22  -0.26  -5.73
O  2.45  -0.35  -4.49
C  1.25  -1.05  -4.63
N  5.15  1.09  -6.74
H  2.95  2.22  -4.47
H  3.26  2.78  -6.01
H  4.51  2.87  -4.86
H  4.89  0.49  -4.75
H  3.75  -1.19  -5.89
H  2.59  -0.13  -6.61
H  0.40  -0.41  -4.91
H  0.96  -1.43  -3.65
H  1.28  -1.94  -5.25
H  5.74  0.29  -6.94
H  5.91  1.73  -6.53
C  -0.43  5.52  1.65
C  -0.87  6.07  2.97
C  0.28  6.85  3.72
O  1.46  6.14  3.64
C  1.66  5.21  4.78
N  -2.11  6.85  2.80
H  -1.25  5.07  1.09
H  0.34  4.76  1.83
H  0.13  6.20  1.01
H  -1.13  5.25  3.63
H  -0.02  7.22  4.70
H  0.64  7.74  3.21
H  2.54  4.57  4.79
H  0.71  4.71  5.00
H  1.93  5.84  5.62
H  -2.68  6.53  2.03
H  -2.69  6.69  3.61
C  1.99  2.13  5.74
C  1.84  0.77  6.49
C  1.13  0.81  7.86
O  -0.20  1.38  7.78
C  -0.78  1.67  9.06
N  0.95  0.05  5.55
H  0.98  2.42  5.43
H  2.70  2.09  4.92
H  2.45  2.89  6.37
H  2.81  0.29  6.63
H  1.63  1.39  8.64
H  1.05  -0.23  8.16
H  -1.74  2.18  9.01
H  -0.12  2.29  9.67
H  -0.85  0.65  9.44
H  0.84  -0.87  5.97
H  0.03  0.46  5.61
C  -6.47  -2.71  -1.25
C  -6.13  -1.93  0.00
C  -4.72  -2.20  0.52
O  -4.81  -3.54  1.08
C  -3.56  -4.00  1.51
N  -6.33  -0.54  -0.29
H  -7.47  -2.50  -1.62
H  -6.46  -3.78  -1.05
H  -5.92  -2.38  -2.13
H  -6.79  -2.31  0.78
H  -4.50  -1.46  1.29
H  -3.89  -2.07  -0.18
H  -3.04  -4.22  0.58
H  -3.71  -4.92  2.07
H  -3.01  -3.32  2.17
H  -7.20  -0.34  -0.76
H  -5.71  -0.17  -1.00

## Properties
charge	+3
HOMO level (alpha / beta)	-0.4985 / -0.4985	Ha
multiplicity	5
LUMO energy (alpha / beta)	-7.85 / -11.55	eV

Löwdin population analysis, charges in e, atoms 1 to 99: 0.9950, -0.6041, 0.1573, 0.1354, 0.1861, 0.7500, -0.3048, -0.2949, -0.3854, 0.6326, -0.2988, -0.2878, -0.6817, 0.1637, 0.1217, 0.1587, -0.0324, 0.1129, 0.1090, -0.0512, 0.0625, 0.1043, -0.0677, 0.0013, 0.1040, -0.0535, -0.4577, -0.2189, -0.1816, -0.0399, 0.0233, 0.0758, 0.0691, 0.0648, 0.1392, 0.1234, 0.1170, 0.0859, 0.0589, 0.0790, 0.0536, 0.0786, -0.0668, -0.4141, -0.1623, -0.1758, -0.1674, 0.0128, 0.0779, 0.0811, 0.0812, 0.1344, 0.1195, 0.1215, 0.0958, 0.0826, 0.0491, 0.0692, 0.0682, -0.0773, -0.4401, -0.1563, -0.1926, -0.1254, 0.0390, 0.0646, 0.0759, 0.0760, 0.1254, 0.1197, 0.1259, 0.0703, 0.0598, 0.0948, 0.0723, 0.0770, -0.0276, -0.3126, -0.1507, -0.0871, -0.0011, 0.2410, 0.0972, 0.0667, 0.1156, 0.1708, 0.1490, 0.1633, 0.0894, 0.0944, 0.1107, 0.1253, 0.1259, -0.0667, -0.3585, -0.1755, -0.2251, -0.0665, 0.0294

(3)
A molecular structure, C24H21ClN7O7SV, computed with ωB97M-V with the def2-TZVPD basis set.

Positions of all 62 atoms, in Å:
V  0.27  -1.33  -0.43
C  -2.80  0.81  1.93
C  -1.84  -0.15  1.34
N  -1.17  0.03  0.25
N  -1.28  1.17  -0.47
C  -0.42  1.14  -1.44
O  0.35  0.02  -1.53
C  -0.18  2.18  -2.41
C  0.89  2.08  -3.31
C  1.12  3.10  -4.21
C  0.30  4.21  -4.23
C  -0.77  4.32  -3.33
C  -1.01  3.31  -2.42
C  -1.53  -1.44  1.95
C  -2.07  -1.89  3.14
C  -1.67  -3.14  3.62
C  -0.75  -3.88  2.90
C  -0.25  -3.36  1.71
N  -0.64  -2.17  1.25
H  -2.91  1.68  1.30
H  -2.43  1.11  2.91
H  -3.77  0.32  2.07
H  1.54  1.21  -3.29
H  1.95  3.03  -4.90
H  0.48  5.01  -4.93
H  -1.40  5.20  -3.35
H  -1.83  3.38  -1.72
H  -2.76  -1.28  3.70
H  -2.07  -3.51  4.55
H  -0.42  -4.85  3.24
H  0.49  -3.90  1.13
S  -1.94  -2.17  -1.38
C  -1.57  -2.87  -2.93
N  -1.46  -2.18  -4.04
C  -1.26  -3.05  -5.21
C  -1.20  -4.45  -4.57
N  -1.43  -4.16  -3.15
H  -1.59  -1.18  -4.08
H  -0.34  -2.79  -5.73
H  -2.10  -2.94  -5.90
H  -0.22  -4.92  -4.70
H  -1.96  -5.12  -4.96
H  -1.55  -4.86  -2.43
O  3.14  0.28  -0.25
C  2.47  0.16  0.72
O  1.47  -0.84  0.75
C  2.44  0.95  1.97
C  3.44  1.88  2.23
C  3.36  2.63  3.38
C  2.31  2.52  4.28
C  1.32  1.60  3.98
C  1.38  0.81  2.85
N  0.14  1.46  4.86
O  0.11  2.11  5.86
O  -0.74  0.70  4.47
N  4.44  3.61  3.67
O  5.30  3.72  2.83
O  4.29  4.30  4.65
H  4.27  2.02  1.55
H  2.27  3.14  5.17
H  0.59  0.09  2.68
Cl  1.23  -2.84  -1.55

## Properties
charge	+2
HOMO level	-0.5304	Ha
energy above the lowest of the compared OMol25 structures with the same formula, charge and spin	6.2	kcal per mole
LUMO energy	-8.46	eV

List of Löwdin charges in e, atom by atom: 0.6244, 0.0385, -0.2156, -0.0824, 0.1692, -0.2994, -0.1755, -0.1568, -0.0050, -0.0440, -0.0313, -0.0414, -0.0032, -0.2091, 0.0483, 0.0240, 0.0174, -0.0666, -0.0457, 0.0925, 0.0912, 0.1170, 0.1213, 0.1190, 0.1216, 0.1198, 0.1201, 0.1364, 0.1368, 0.1323, 0.1186, 0.7821, -0.7924, 0.0646, -0.0777, -0.0775, 0.0536, 0.1555, 0.1290, 0.1319, 0.1288, 0.1320, 0.1575, 0.2091, -0.4050, -0.1972, -0.0868, 0.1121, -0.0769, 0.1245, -0.0849, 0.0774, -0.3241, 0.1589, 0.0436, -0.3436, 0.1187, 0.1257, 0.1484, 0.1474, 0.1094, 0.3836

(4)
2 unconnected molecules or ions with the total composition C10H11NO2 in a non-equilibrium geometry, computed with ωB97M-V with the def2-TZVPD basis set.

Positions of all 24 atoms, in Å:
C  -1.37  0.34  -0.16
C  -1.18  -0.88  -0.02
C  1.13  -0.01  1.31
C  0.57  1.28  0.85
C  0.76  -1.30  1.27
C  -0.59  1.48  0.14
C  -0.46  -1.95  0.60
C  0.99  -3.00  -1.31
C  -0.25  3.41  -1.41
C  -1.02  2.82  -0.24
N  -1.00  -3.20  1.02
O  -0.49  -3.75  1.98
O  -1.94  -3.59  0.42
H  2.09  -0.02  1.83
H  1.23  2.16  0.92
H  1.24  -2.00  1.92
H  0.44  -3.65  -1.98
H  1.54  -3.28  -0.44
H  1.17  -1.97  -1.64
H  0.50  4.22  -1.16
H  -0.81  3.92  -2.11
H  0.20  2.60  -1.88
H  -2.08  2.95  -0.47
H  -0.69  3.43  0.57

## Properties
charge	0
HOMO level (alpha / beta)	-0.3132 / -0.2830	Ha
energy above the lowest of the compared OMol25 structures with the same formula, charge and spin	257.1	kcal per mole
LUMO energy (alpha / beta)	-1.42 / -0.41	eV

List of Löwdin charges in e, atom by atom: 0.0893, 0.0923, -0.0511, 0.0063, -0.0330, -0.2686, -0.1553, 0.1133, -0.0805, -0.2182, -0.4267, 0.0668, 0.0924, 0.1106, 0.1242, 0.1005, 0.0140, -0.0106, 0.0146, 0.1057, 0.0372, 0.0522, 0.1250, 0.0996

(5)
A molecular structure, C2H3OPS in a non-equilibrium geometry, computed with ωB97M-V with the def2-TZVPD basis set.

Positions of all 8 atoms, in Å:
C  0.28  -0.42  -0.51
C  0.91  -1.52  -0.11
O  2.59  1.34  0.67
P  1.16  1.51  0.45
S  1.64  -2.71  0.54
H  0.39  -0.09  -1.53
H  -0.70  -0.25  -0.08
H  0.53  1.03  1.71

## Properties
charge	0
HOMO level (alpha / beta)	-0.3118 / -0.3118	Ha
energy above the lowest of the compared OMol25 structures with the same formula, charge and spin	39.4	kcal per mole
LUMO energy (alpha / beta)	-0.97 / -0.97	eV

List of Löwdin charges in e, atom by atom: -0.3254, -0.7247, -0.5757, 0.7037, 0.8634, 0.0741, 0.0789, -0.0943

(6)
4 unconnected molecules or ions with the total composition C4H12O3 in a non-equilibrium geometry, computed with ωB97M-V with the def2-TZVPD basis set.

Positions of all 19 atoms, in Å:
C  -0.66  3.30  0.09
C  -0.90  4.21  -0.90
C  -0.05  4.39  -1.96
C  -0.16  5.16  -3.07
H  0.08  2.56  0.09
H  -1.04  3.66  1.05
H  -1.71  4.92  -0.83
H  0.95  4.07  -1.84
H  0.21  4.65  -3.98
H  -0.54  6.24  -2.83
O  3.39  -5.65  3.64
H  4.14  -5.07  3.79
H  2.68  -5.02  3.52
O  0.59  -3.40  -1.49
H  0.55  -2.46  -1.73
H  -0.23  -3.64  -1.31
O  -2.86  -5.81  2.48
H  -1.97  -5.77  2.06
H  -2.47  -6.32  3.24

## Properties
charge	0
HOMO level	-0.2969	Ha
energy above the lowest of the compared OMol25 structures with the same formula, charge and spin	101.0	kcal per mole
LUMO energy	0.00	eV
SMILES	C=CC=C.O.O.O

List of Löwdin charges in e, atom by atom: 0.0336, -0.2169, -0.2826, 0.0126, 0.0324, 0.0583, 0.1024, 0.0948, 0.0664, 0.0990, -0.0607, 0.0264, 0.0342, 0.0031, 0.0549, -0.0580, -0.0865, 0.0361, 0.0504

Number 1: M 732.90 u. Number 2: M 921.02 u. Number 3: M 637.94 u. Number 4: M 177.20 u. Number 5: M 106.09 u. Number 6: M 108.14 u.